{
  "formula": "C16H35F2NO3S",
  "method": "wB97M-V/def2-TZVPD",
  "symbols": ["C", "C", "C", "C", "C", "C", "C", "C", "C", "C", "C", "C", "N", "F", "S", "O", "O", "F", "H", "H", "H", "H", "H", "H", "H", "H", "H", "H", "H", "H", "H", "H", "H", "H", "H", "H", "H", "H", "H", "H", "H", "H", "H", "C", "C", "O", "C", "C", "H", "H", "H", "H", "H", "H", "H", "H", "H", "H"],
  "xyz": [[5.62369, 1.04973, -1.17907], [4.42264, 1.06288, -2.11100], [3.15326, 1.20210, -1.30315], [1.88944, 0.88604, -2.07276], [1.21356, 2.11337, -2.66521], [-0.25934, 2.26967, -2.26833], [-0.39881, 3.14478, -1.04638], [-1.82911, 3.27558, -0.54094], [-2.55484, 1.98636, -0.14473], [-3.87356, 1.87113, -0.90780], [-3.83971, 0.71947, -1.89404], [-4.25426, -0.61942, -1.25710], [-3.46328, -1.73703, -1.75778], [-4.03409, -2.34792, -2.87271], [-3.15746, -2.86768, -0.59366], [-2.48689, -2.25066, 0.44566], [-4.28690, -3.59975, -0.25977], [-2.24780, -3.77193, -1.35107], [6.53693, 0.81557, -1.69484], [5.45770, 0.34795, -0.37979], [5.68276, 2.01960, -0.70896], [4.56246, 1.90532, -2.77089], [4.42299, 0.15313, -2.69445], [3.21211, 0.53093, -0.47327], [3.12379, 2.20139, -0.89264], [2.07930, 0.16160, -2.84504], [1.18933, 0.42923, -1.38850], [1.72993, 3.00698, -2.34622], [1.26720, 2.09942, -3.74133], [-0.69766, 1.29750, -2.12445], [-0.73866, 2.74114, -3.11224], [0.29579, 2.84520, -0.27276], [-0.10116, 4.14234, -1.33300], [-2.35452, 3.78829, -1.32782], [-1.80490, 3.93048, 0.31274], [-1.96784, 1.09354, -0.27888], [-2.79775, 2.03626, 0.90238], [-4.07719, 2.77791, -1.44963], [-4.71219, 1.70089, -0.24749], [-2.84411, 0.59907, -2.27975], [-4.49533, 0.87672, -2.73289], [-5.28597, -0.74297, -1.53348], [-4.21792, -0.58125, -0.18234], [-0.58864, -3.16040, 3.32844], [0.81401, -3.31480, 2.78273], [1.63951, -2.19280, 3.01677], [1.85523, -1.83979, 4.36989], [2.51408, -2.93060, 5.19687], [-1.07198, -2.27746, 2.91038], [-1.18763, -4.03540, 3.07703], [-0.58877, -3.05625, 4.41459], [0.76979, -3.43101, 1.69897], [1.28519, -4.22307, 3.17547], [0.91605, -1.51656, 4.83309], [2.50644, -0.96524, 4.34120], [1.89116, -3.82271, 5.26856], [2.69851, -2.57219, 6.20964], [3.46540, -3.22465, 4.75174]],
  "forces_ev_per_angstrom": [[-0.54, 0.21, -0.04], [0.63, 0.04, 0.53], [0.16, -0.27, -0.63], [-0.32, 0.65, 0.39], [-0.45, -0.16, -0.15], [0.89, 0.34, -0.26], [-0.47, -0.05, -0.02], [0.93, -0.43, 0.22], [-0.72, 0.80, 0.00], [-0.04, -0.82, -0.30], [-0.03, -0.61, 0.18], [-0.26, 1.00, -0.94], [1.10, 0.32, 0.15], [-0.31, 0.01, 0.19], [-1.89, 0.50, -0.02], [2.13, 1.67, 1.44], [-2.25, -1.69, 0.01], [1.55, -1.04, -1.30], [0.50, -0.01, -0.13], [0.11, -0.51, 0.31], [0.37, 0.41, 0.18], [-0.21, 0.23, -0.59], [-0.19, -0.29, -0.30], [0.16, -0.53, 0.70], [-0.18, 0.38, 0.24], [0.18, -0.44, -0.32], [-0.31, -0.28, 0.27], [0.29, 0.38, 0.04], [0.16, -0.04, -0.50], [-0.28, -0.49, 0.04], [-0.65, 0.19, -0.21], [0.14, -0.33, 0.38], [0.34, 0.45, -0.09], [-0.49, 0.22, -0.28], [-0.12, 0.47, 0.35], [0.42, -0.33, -0.14], [0.13, -0.03, 0.58], [-0.14, 0.45, -0.10], [-0.34, 0.12, 0.36], [0.52, 0.04, -0.32], [-0.24, 0.25, -0.43], [-0.58, -0.65, 0.09], [0.33, -0.15, 0.44], [-0.11, 0.09, 0.17], [-0.05, -0.16, -0.01], [0.22, 0.21, -0.19], [-0.03, 0.01, 0.09], [-0.02, -0.09, -0.07], [0.00, -0.02, -0.06], [-0.03, -0.01, -0.03], [-0.02, -0.09, 0.01], [0.08, 0.09, 0.00], [-0.03, -0.02, 0.04], [0.00, -0.05, 0.04], [-0.02, -0.01, -0.09], [-0.04, 0.02, 0.05], [0.01, 0.03, 0.01], [0.02, 0.02, 0.01]],
  "orbital_gap_ev": 10.33,
  "charge": 0,
  "energy_ev": -41058.98040
}

---

{
  "formula": "C16H35NNiOP2Sb",
  "method": "wB97M-V/def2-TZVPD",
  "symbols": ["Ni", "C", "P", "C", "C", "C", "P", "C", "C", "H", "H", "H", "H", "H", "H", "H", "H", "H", "H", "H", "H", "H", "H", "H", "H", "N", "C", "C", "C", "C", "C", "C", "H", "H", "H", "H", "H", "H", "H", "C", "Sb", "C", "C", "H", "H", "H", "H", "H", "H", "H", "H", "H", "C", "O", "H", "H", "H"],
  "xyz": [[0.45919, 0.05951, -0.91328], [-2.87524, 0.88487, 0.10266], [-1.67292, 1.12416, -1.24447], [-1.91648, 2.87817, -1.66213], [-2.45535, 0.23859, -2.65447], [-2.26011, -1.27873, -2.50768], [-0.48396, -1.66654, -2.24656], [0.20839, -1.57101, -3.92720], [-0.49153, -3.44852, -1.89500], [-3.87757, 1.18883, -0.20262], [-2.56858, 1.48435, 0.96114], [-2.90073, -0.16063, 0.41163], [-2.95830, 3.08077, -1.91322], [-1.28887, 3.16133, -2.50747], [-1.64207, 3.49036, -0.80306], [-1.97267, 0.59248, -3.56953], [-3.51379, 0.49623, -2.73131], [-2.63653, -1.81000, -3.38466], [-2.81445, -1.65810, -1.64488], [-0.27190, -2.28970, -4.59234], [1.27952, -1.76748, -3.89515], [0.06686, -0.56589, -4.32626], [-0.99384, -4.00024, -2.69081], [-1.00759, -3.63651, -0.95474], [0.53347, -3.80616, -1.80818], [1.53099, 1.98037, -0.48740], [1.65023, 2.32820, 0.88952], [2.53982, 1.62500, 1.69296], [2.64786, 1.93493, 3.04052], [1.87752, 2.94873, 3.59479], [0.99482, 3.65258, 2.78723], [0.87593, 3.34197, 1.43949], [1.29818, 2.78687, -1.05328], [2.38669, 1.54380, -0.83089], [3.15332, 0.85473, 1.23956], [3.35231, 1.39198, 3.65764], [1.97353, 3.19615, 4.64274], [0.39958, 4.45402, 3.20449], [0.20491, 3.91317, 0.80756], [-0.63714, 0.24233, 3.14220], [0.07106, -0.92302, 1.50857], [1.77343, -1.84620, 2.38055], [-1.25251, -2.58259, 1.75260], [-0.35740, -0.24600, 4.07420], [-1.72339, 0.30777, 3.08982], [-0.20906, 1.24150, 3.11333], [1.54958, -2.08714, 3.41862], [2.63255, -1.18512, 2.33431], [2.00406, -2.76415, 1.84131], [-1.30219, -2.84172, 2.80940], [-0.87627, -3.44530, 1.20620], [-2.25764, -2.34893, 1.40312], [2.75780, -1.72963, -1.22387], [2.26539, -0.43316, -1.09091], [2.15920, -2.47151, -0.67260], [3.78064, -1.79959, -0.83894], [2.79125, -2.06024, -2.27327]],
  "forces_ev_per_angstrom": [[0.01, 0.09, 0.16], [0.01, 0.01, 0.03], [-0.07, -0.07, -0.14], [0.04, 0.01, -0.02], [0.00, -0.10, 0.08], [0.02, 0.10, -0.04], [-0.04, -0.11, -0.11], [-0.01, 0.04, -0.02], [0.00, -0.02, 0.00], [0.00, 0.01, -0.01], [0.00, -0.01, 0.01], [0.00, -0.01, 0.00], [-0.01, -0.01, 0.00], [0.00, -0.01, 0.01], [0.01, 0.03, -0.01], [0.00, 0.02, 0.01], [0.00, 0.01, 0.01], [0.00, 0.00, 0.00], [0.01, 0.02, 0.02], [-0.01, 0.00, 0.00], [-0.02, 0.00, 0.01], [0.02, -0.01, -0.01], [0.00, 0.01, -0.01], [0.00, -0.01, -0.01], [0.01, -0.01, 0.00], [0.03, -0.03, 0.05], [0.01, 0.06, 0.02], [0.02, -0.04, 0.02], [0.00, 0.01, 0.00], [-0.02, 0.01, -0.02], [0.02, -0.02, 0.01], [-0.02, 0.00, -0.03], [-0.01, 0.00, -0.02], [-0.02, 0.01, -0.04], [0.00, -0.01, 0.02], [0.00, 0.00, 0.00], [0.00, 0.00, 0.01], [0.00, 0.01, 0.00], [-0.02, 0.00, 0.00], [-0.02, -0.02, -0.02], [-0.02, -0.01, 0.08], [0.00, -0.05, -0.01], [-0.02, -0.01, 0.03], [0.00, -0.01, 0.00], [0.00, 0.01, 0.00], [0.01, -0.01, -0.01], [-0.01, 0.00, 0.00], [0.03, 0.03, 0.00], [-0.01, 0.03, -0.01], [-0.01, 0.02, 0.01], [0.01, 0.00, 0.01], [0.00, 0.00, -0.01], [0.02, -0.03, -0.07], [0.04, 0.05, -0.05], [-0.01, -0.01, 0.03], [0.00, 0.01, 0.00], [0.01, 0.01, 0.04]],
  "orbital_gap_ev": [8.63, 8.48],
  "charge": 1,
  "de_lowest_kcal_mol": 0.00,
  "multiplicity": 3,
  "energy_ev": -86851.18154,
  "s_squared": 2.0109
}

---

{
  "formula": "C16H36BN2O11",
  "method": "wB97M-V/def2-TZVPD",
  "symbols": ["O", "B", "O", "C", "C", "N", "C", "C", "N", "H", "H", "H", "H", "H", "H", "H", "H", "H", "H", "H", "H", "C", "C", "O", "C", "O", "O", "C", "H", "H", "H", "H", "H", "H", "H", "H", "C", "C", "O", "C", "O", "O", "C", "H", "H", "H", "H", "H", "H", "H", "H", "C", "C", "O", "C", "O", "O", "C", "H", "H", "H", "H", "H", "H", "H", "H"],
  "xyz": [[0.77045, 2.21603, -4.27104], [1.58201, 2.29460, -3.03987], [3.06021, 2.57162, -3.08552], [0.96346, 2.14380, -1.48779], [1.84915, 1.00177, -0.71607], [2.00179, 1.20057, 0.77550], [2.33586, 2.64975, 1.10154], [0.99152, 3.52325, 0.62465], [1.02970, 3.52998, -0.88750], [1.00492, 3.06754, -4.78451], [3.20758, 3.54007, -3.29856], [-0.15529, 1.77298, -1.61705], [2.91884, 0.81616, -1.15966], [1.25610, -0.02537, -0.85181], [2.77499, 0.56062, 1.10366], [1.11289, 0.96581, 1.31045], [2.62891, 2.84110, 2.21821], [3.18473, 2.97783, 0.32864], [0.03961, 3.03024, 1.09439], [1.15216, 4.59750, 1.06419], [1.87623, 4.05856, -1.25187], [1.69204, -3.17140, -5.00262], [2.23630, -2.23494, -3.93697], [2.15001, -2.83357, -2.63785], [3.09470, -3.76499, -2.35640], [3.99773, -4.12127, -3.10020], [2.84717, -4.25659, -1.11739], [3.71221, -5.32415, -0.73828], [0.67818, -3.49526, -4.74894], [1.67527, -2.67811, -5.97834], [2.30252, -4.07546, -5.08597], [1.62564, -1.32590, -3.90816], [3.26491, -1.92544, -4.15518], [4.76493, -5.04509, -0.85036], [3.48339, -6.21558, -1.33178], [3.52817, -5.55340, 0.31495], [-0.36370, -1.15505, 7.27453], [-0.77578, 0.15535, 6.62503], [-0.20632, 0.27833, 5.31579], [-0.81519, -0.44091, 4.34052], [-1.79245, -1.16235, 4.48235], [-0.13416, -0.24625, 3.18449], [-0.61233, -1.03174, 2.09543], [0.72539, -1.26020, 7.27171], [-0.72424, -1.20530, 8.30560], [-0.76682, -2.01292, 6.72818], [-0.38871, 0.99073, 7.21867], [-1.86574, 0.26471, 6.58707], [-1.68890, -0.89787, 1.94796], [-0.37391, -2.08684, 2.26626], [-0.09817, -0.70365, 1.18785], [-5.39130, -0.07287, 0.88237], [-5.82292, -0.05348, -0.57438], [-5.53924, 1.21638, -1.17479], [-4.24393, 1.42859, -1.51584], [-3.32156, 0.64005, -1.36387], [-4.14144, 2.67994, -2.02741], [-2.80467, 3.06937, -2.33254], [-5.83666, 0.76518, 1.42689], [-5.69072, -1.00902, 1.36155], [-4.30600, 0.02848, 0.97622], [-6.90755, -0.19609, -0.63220], [-5.36007, -0.86618, -1.14596], [-2.31197, 2.33590, -2.97900], [-2.23849, 3.20972, -1.40573], [-2.84145, 4.02473, -2.86326]],
  "forces_ev_per_angstrom": [[2.36, 2.56, 2.66], [0.78, 0.28, -1.58], [-3.24, 1.43, 0.00], [-0.17, -0.86, -0.66], [-0.92, -1.89, -1.85], [0.23, 0.05, 1.08], [-0.19, 2.14, -0.77], [2.00, -0.22, 0.52], [0.22, -0.55, 0.44], [-0.40, -2.21, 0.61], [0.05, -1.73, 0.01], [2.21, 0.83, 0.79], [-2.02, 0.77, 0.92], [1.41, 2.14, 0.30], [-1.17, 0.72, -0.22], [1.28, 0.06, -0.73], [-0.54, -0.81, -2.18], [-1.62, -0.82, 2.06], [1.59, 1.01, -1.20], [-0.57, -2.05, -1.03], [-1.40, -0.98, 0.99], [0.05, -0.29, 0.01], [0.01, 0.09, -0.80], [0.67, -0.39, 0.66], [0.52, -0.51, -0.67], [-1.45, 0.70, 1.28], [0.05, 0.73, -0.89], [0.41, -0.58, 0.26], [0.06, 0.20, -0.04], [-0.01, -0.02, 0.14], [0.03, 0.23, 0.00], [0.01, -0.20, 0.30], [-0.10, -0.24, 0.13], [-0.25, -0.07, -0.15], [0.18, 0.20, 0.03], [-0.19, 0.24, -0.23], [0.02, -0.26, -0.22], [-0.30, -0.23, 0.95], [-0.39, -0.35, -1.46], [-0.84, -0.59, 1.31], [1.74, 1.32, -0.57], [-0.10, 0.27, 0.34], [-0.36, -0.48, -0.26], [-0.10, 0.14, 0.12], [0.06, 0.06, -0.13], [-0.07, 0.17, 0.10], [0.07, -0.05, -0.43], [0.22, -0.12, -0.20], [0.23, -0.11, 0.10], [-0.19, 0.18, -0.07], [0.02, 0.04, 0.16], [0.23, 0.14, 0.09], [-0.13, -0.64, 0.45], [1.22, 0.39, -0.65], [-0.15, -0.29, 0.37], [-1.03, 1.06, -0.24], [-0.11, -1.01, 0.32], [0.39, 0.19, -0.19], [-0.10, -0.16, -0.08], [-0.01, 0.12, -0.08], [-0.12, -0.11, -0.10], [0.23, 0.32, -0.17], [0.07, 0.28, 0.06], [-0.09, 0.04, 0.20], [0.00, -0.11, -0.14], [-0.28, -0.20, 0.17]],
  "orbital_gap_ev": 10.06,
  "charge": 1,
  "energy_ev": -43349.11483
}